16
Properties=species:S:1:pos:R:3:mulliken_charge:R:1 method="wB97M-V/def2-TZVPD" homo_lumo_gap_ev="7.12 / 5.71" lumo_energy_ev="-1.90 / -2.43" de_lowest_ev=2.589 homo_ev="-9.019 / -8.144"
C 0.7515 1.4156 1.6542 -0.974
C -1.6849 -0.3757 -2.3778 -0.857
C -0.0526 0.1409 1.8055 -0.445
P -0.2001 -0.7860 0.1986 0.323
S -1.4307 -2.3084 0.3562 -0.376
S 3.5735 -0.6881 -0.5255 -0.169
S -0.9209 0.7037 -1.1355 -0.080
H 1.7477 1.1963 1.2718 0.191
H 0.2638 2.0987 0.9617 0.327
H 0.8514 1.9081 2.6195 0.333
H -2.2159 0.2709 -3.0670 0.307
H -2.3747 -1.0602 -1.8898 0.314
H -0.9099 -0.9258 -2.9046 0.301
H -1.0722 0.3355 2.1557 0.332
H 0.4256 -0.5574 2.4974 0.335
H 3.2483 -1.3682 -1.6205 0.137

=====

14
Properties=species:S:1:pos:R:3:mulliken_charge:R:1 method="wB97M-V/def2-TZVPD" homo_lumo_gap_ev="7.34 / 7.00" lumo_energy_ev="-0.61 / -0.57" de_lowest_ev=3.075 homo_ev="-7.950 / -7.573"
C -0.7491 -0.6454 -0.9522 -0.460
C -1.7553 0.2319 0.9258 -0.864
C -2.0428 -0.6248 -0.4307 -0.457
Si 3.5528 0.4962 -0.0423 0.292
P 0.5036 -1.6737 -0.5470 -0.104
H -0.4586 0.2677 -1.4282 0.386
H -0.8310 0.7849 0.6983 0.270
H -1.5734 -0.4917 1.8119 0.291
H -2.6639 0.8647 0.8886 0.310
H -2.7445 -0.0170 -1.0837 0.238
H -2.5096 -1.4871 -0.1609 0.384
H 2.7616 1.3044 0.8637 -0.086
H 3.9552 1.2472 -1.0794 -0.105
H 4.5552 -0.2573 0.5360 -0.096

=====

13
Properties=species:S:1:pos:R:3:mulliken_charge:R:1 method="wB97M-V/def2-TZVPD" homo_lumo_gap_ev="11.02 / 7.09" lumo_energy_ev="0.94 / -2.55" de_lowest_ev=0.052 homo_ev="-10.082 / -9.648" spin_multiplicity=2
S -3.1437 -0.7421 0.7289 -0.201
H -3.1853 -1.8107 -0.0782 0.169
C -0.0922 1.2914 -0.2847 -1.015
C 1.0754 0.3245 -0.4120 -0.135
C 0.9191 -0.9207 0.4472 -0.992
H -0.3860 1.6207 0.7173 0.324
H 0.0092 2.1793 -0.9067 0.311
H -1.0213 0.7971 -0.5940 0.194
H 1.1851 0.0644 -1.4670 0.251
H 1.9955 0.8718 -0.1871 0.274
H 1.7615 -1.6076 0.3638 0.317
H 0.0063 -1.4489 0.1761 0.212
H 0.8763 -0.6192 1.4962 0.291

=====

15
Properties=species:S:1:pos:R:3:mulliken_charge:R:1 method="wB97M-V/def2-TZVPD" homo_lumo_gap_ev=5.25 charge=-1 lumo_energy_ev=2.89 de_lowest_ev=0.578 homo_ev=-2.361
C 0.0642 -1.5362 1.5971 -1.190
C -0.3239 -0.1266 1.1972 -0.020
S -1.9540 -0.0033 0.4481 -0.145
S -1.8008 1.7320 -0.6163 -0.236
H 0.2681 -2.0683 0.6603 0.275
H -0.7040 -2.0617 2.1739 0.355
H 1.0036 -1.5886 2.1380 0.332
H 0.4228 0.2163 0.4703 0.035
H -0.2512 0.5842 2.0329 0.326
H -2.1501 2.5796 0.3652 0.117
C 2.1890 -0.3082 -1.9047 -0.699
S 2.6991 -0.8129 -0.2127 -0.699
H 2.6920 0.6272 -2.1937 0.191
H 2.4387 -1.0478 -2.6691 0.239
H 1.1122 -0.1156 -1.9505 0.119

=====

15
Properties=species:S:1:pos:R:3:mulliken_charge:R:1 method="wB97M-V/def2-TZVPD" homo_lumo_gap_ev=5.32 charge=-1 lumo_energy_ev=2.92 de_lowest_ev=0.483 homo_ev=-2.398
C -1.7929 -0.9209 -0.7358 -1.042
C -0.8136 0.1197 -0.2064 -0.468
S -1.0892 1.6663 -1.1235 -0.147
S 0.4694 2.8591 -0.5054 -0.248
H -1.8790 -0.8565 -1.8256 0.328
H -2.7913 -0.7809 -0.3193 0.269
H -1.4052 -1.9027 -0.4623 0.280
H 0.2250 -0.1605 -0.3559 0.380
H -0.9330 0.2567 0.8674 0.365
H -0.0482 3.2372 0.6645 0.126
C 2.1344 -3.3950 1.3257 -0.766
S 0.7254 -2.2376 1.3079 -0.641
H 2.0724 -4.1631 0.5480 0.198
H 3.0540 -2.8287 1.1423 0.177
H 2.2462 -3.8788 2.3007 0.190

=====

15
Properties=species:S:1:pos:R:3:mulliken_charge:R:1 method="wB97M-V/def2-TZVPD" homo_lumo_gap_ev="9.61 / 6.86" lumo_energy_ev="0.54 / -1.96" de_lowest_ev=0.288 homo_ev="-9.062 / -8.828" spin_multiplicity=2
C -1.3167 -1.5582 0.7782 -1.079
C -0.1242 -1.0677 1.6195 -0.231
S -0.3639 0.6655 2.0068 -0.142
H -1.4473 -0.9223 -0.0985 0.257
H -2.2357 -1.4171 1.3499 0.377
H -1.2403 -2.5989 0.4739 0.277
H 0.7965 -1.1974 1.0503 0.287
H -0.0279 -1.6335 2.5451 0.307
C 0.9070 2.1297 -0.7566 -0.512
S -0.2212 1.4403 -1.9887 -0.068
S 0.5074 -0.4726 -2.2419 -0.232
H 1.0428 1.3938 0.0353 0.005
H 0.4782 3.0317 -0.3279 0.273
H 1.8503 2.3704 -1.2444 0.321
H 1.3949 -0.1639 -3.2011 0.158

=====

8
Properties=species:S:1:pos:R:3:mulliken_charge:R:1 method="wB97M-V/def2-TZVPD" homo_lumo_gap_ev=9.70 lumo_energy_ev=-0.34 de_lowest_ev=0.588 homo_ev=-10.047 smiles="O=C1N=CC1(Br)Br"
C -1.1160 0.1243 0.4369 -0.141
C 0.2078 -0.0760 -1.1785 0.272
C 0.3896 -0.1013 0.4044 0.417
N -1.2932 0.1558 -0.8250 -0.499
O 0.8468 -0.2007 -2.1292 -0.363
Br 1.2923 1.6107 1.0427 -0.085
Br 1.3596 -1.6673 0.9940 -0.059
H -1.6868 0.1545 1.2548 0.458

=====

9
Properties=species:S:1:pos:R:3:mulliken_charge:R:1 method="wB97M-V/def2-TZVPD" homo_lumo_gap_ev="7.13 / 7.12" lumo_energy_ev="-1.56 / -1.56" de_lowest_ev=2.396 homo_ev="-8.688 / -8.687"
C -0.7405 -0.8605 -0.4584 -0.222
C 0.5579 1.4612 0.1813 -0.035
C -0.4313 -0.4117 0.7745 -0.365
Br 0.3264 -1.9852 -1.4652 0.062
Br 0.6229 1.6492 -1.6701 0.011
Br 2.3663 1.5710 0.7943 -0.036
Br -2.4279 -0.3220 -1.2677 -0.026
Br 0.6489 -1.4895 1.9171 -0.035
H -0.9226 0.3876 1.1942 0.645

=====

7
Properties=species:S:1:pos:R:3:mulliken_charge:R:1 method="wB97M-V/def2-TZVPD" homo_lumo_gap_ev=8.25 lumo_energy_ev=-1.07 de_lowest_ev=3.324 homo_ev=-9.326
C -1.1015 0.5240 0.2372 -0.371
C -1.4424 1.2930 -0.6316 0.166
C 2.0955 -1.7103 0.8720 -0.002
Cl -1.7131 2.2967 -1.8613 -0.162
Cl 1.9790 -0.0530 1.0674 0.014
Br 1.4607 -2.2453 -0.7945 -0.012
H -1.2782 -0.1050 1.1108 0.368

=====

7
Properties=species:S:1:pos:R:3:mulliken_charge:R:1 method="wB97M-V/def2-TZVPD" homo_lumo_gap_ev="9.01 / 9.01" lumo_energy_ev="-0.69 / -0.69" de_lowest_ev=4.042 homo_ev="-9.698 / -9.699"
C 0.9130 -0.1604 -0.1140 -0.541
C 1.9445 0.4959 -0.1763 0.416
C -1.2839 -0.4624 0.1272 0.105
F 3.2189 0.7314 -0.2359 -0.217
F -1.2958 -0.5601 1.4054 -0.109
Br -2.0624 1.1961 -0.4029 -0.021
H -1.4342 -1.2406 -0.6035 0.367